Formula: H14NO5
Source: the Open Molecules 2025 dataset
Level of theory: the ωB97M-V functional and the def2-TZVPD basis

The geometry in XYZ format:
```
20
Properties=species:S:1:pos:R:3:forces:R:3:nbo_charge:R:1
N -0.094 -0.334 0.200 8.249 -3.125 -4.244 -1.075
H 0.341 -0.699 -0.635 -0.560 0.814 0.938 0.379
H 0.305 -0.929 0.911 -0.715 0.289 -5.205 0.393
H -1.075 -0.380 -0.036 4.984 -3.625 -0.851 0.402
H 0.116 0.645 0.333 -1.186 -3.663 1.954 0.365
O 0.730 1.032 -1.149 3.816 -1.235 -12.180 -0.840
H 1.461 1.036 -1.767 0.585 0.446 -0.381 0.518
H -0.020 1.333 -1.663 -0.497 -0.350 -1.313 0.504
O -1.976 -0.040 0.130 -15.802 4.251 0.958 -0.819
H -2.899 -0.246 -0.016 -1.150 -0.297 -0.369 0.496
H -1.988 0.777 0.629 0.397 0.447 0.443 0.516
O 0.123 -1.151 1.960 0.063 -3.384 11.407 -0.884
H 0.956 -0.712 2.130 0.520 0.433 0.953 0.499
H -0.126 -1.528 2.804 -0.081 -0.822 1.022 0.496
O 0.254 1.789 0.589 -1.850 8.631 8.352 -0.959
H 0.414 1.620 -0.340 1.238 3.226 1.039 0.434
H -0.151 2.656 0.609 -0.021 0.612 0.749 0.477
O 0.931 -1.362 -1.646 1.565 -1.928 -2.959 -0.887
H 1.877 -1.218 -1.608 0.488 -0.160 -0.170 0.486
H 0.821 -2.289 -1.435 -0.045 -0.560 -0.142 0.499
```
Forces are in eV/Å.

## Properties
Gap between HOMO and LUMO ... 9.27 eV
Total charge ... +1
E_tot ... -438.6214 Eh


Formula: C3H5N3S2
Source: the Open Molecules 2025 dataset
Level of theory: the ωB97M-V functional and the def2-TZVPD basis

The geometry in XYZ format:
```
13
Properties=species:S:1:pos:R:3:forces:R:3:nbo_charge:R:1
C -3.387 0.791 -0.078 1.127 -0.121 -0.758 -0.051
N -2.261 0.283 -0.402 -0.322 0.281 0.252 -0.304
N -2.012 -0.961 0.147 -0.079 -0.671 0.662 -0.319
C -0.789 -1.254 0.367 -0.943 0.612 -0.612 0.265
N 0.334 -0.489 0.035 0.698 0.243 0.335 -0.593
S 1.767 -1.378 -0.261 -0.160 -0.344 -0.237 0.224
C 0.409 0.893 0.149 0.088 -0.828 -0.004 -0.101
S 1.772 1.727 0.060 0.377 0.611 -0.023 -0.021
H -3.495 1.797 -0.428 -0.494 0.413 -0.234 0.182
H -4.186 0.313 0.458 -0.030 -0.387 0.487 0.176
H -0.562 -2.196 0.837 -0.013 -0.261 -0.123 0.205
H 2.352 -1.225 0.934 0.046 0.147 0.142 0.111
H -0.555 1.317 0.330 -0.293 0.304 0.112 0.226
```
Forces are in eV/Å.

## Properties
Gap between HOMO and LUMO ... 8.63 eV
SMILES string ... C=N/N=C\N(S)C=S
E_tot ... -1077.8602 Eh


Formula: C31H23Cl4CsN6O3SSe
Source: the Open Molecules 2025 dataset
Level of theory: the ωB97M-V functional and the def2-TZVPD basis

The geometry in XYZ format:
```
70
Properties=species:S:1:pos:R:3:forces:R:3:lowdin_charge:R:1
Cs 0.418 -1.749 0.463 3.614 1.557 -2.161 1.223
Cl -3.892 -6.271 3.887 0.032 0.075 0.008 0.575
C -3.054 -4.803 3.463 0.037 -0.102 -0.242 -0.738
C -2.897 -3.788 4.376 0.086 0.245 0.068 -0.735
Cl -3.536 -3.940 5.992 0.021 -0.020 -0.086 0.576
C -2.208 -2.618 3.996 0.023 0.027 0.055 -0.610
Cl -2.015 -1.302 5.136 -0.048 -0.178 -0.081 0.603
C -1.649 -2.418 2.720 -0.142 0.186 0.173 -0.489
O -1.016 -1.347 2.385 -1.448 -0.074 1.478 -0.479
C -1.829 -3.500 1.748 -0.136 -0.202 -0.179 -0.452
O -1.341 -3.370 0.547 -1.825 -1.347 0.573 -0.541
C -2.519 -4.640 2.167 -0.062 -0.066 -0.047 -0.601
Cl -2.735 -5.902 0.965 0.001 0.094 0.162 0.612
N -1.658 -3.941 -2.162 0.213 0.075 -0.266 0.117
C -0.792 -3.710 -3.170 -0.076 0.158 0.455 -0.676
N 0.183 -2.852 -3.151 -0.113 -0.335 -0.281 0.106
C 0.862 -2.878 -4.365 -0.008 0.289 0.409 -0.316
C 1.984 -2.102 -4.653 0.088 0.001 -0.115 -0.033
C 2.569 -2.207 -5.905 -0.030 -0.025 0.037 -0.096
C 2.058 -3.073 -6.875 -0.061 -0.029 0.087 -0.124
C 0.951 -3.864 -6.593 0.022 0.058 0.045 -0.121
C 0.368 -3.756 -5.337 0.019 -0.057 -0.171 -0.500
S -1.000 -4.607 -4.681 -0.066 -0.106 -0.137 1.030
H -1.465 -3.606 -1.210 -0.122 -0.081 0.097 0.040
H -2.221 -4.772 -2.196 -0.006 -0.006 -0.007 0.078
H 2.409 -1.461 -3.889 -0.036 -0.034 -0.028 0.050
H 3.453 -1.620 -6.120 -0.012 -0.005 -0.005 0.097
H 2.533 -3.144 -7.846 0.001 0.007 0.015 0.086
H 0.556 -4.550 -7.333 0.003 0.013 0.016 0.094
C -0.550 7.250 4.714 -0.038 -0.007 0.017 -0.061
C -1.420 6.194 4.081 -0.151 0.107 0.026 -0.290
C -2.803 6.330 4.011 0.019 0.030 0.012 -0.056
C -3.596 5.366 3.406 -0.093 0.132 0.009 -0.029
C -3.030 4.219 2.865 0.047 -0.183 -0.034 -0.253
N -3.854 3.232 2.293 -0.013 0.013 -0.229 0.134
C -3.665 2.489 1.128 -0.009 0.134 0.097 -0.518
O -4.465 1.644 0.797 -0.032 -0.036 0.025 0.086
N -2.550 2.829 0.404 0.019 -0.116 -0.198 0.132
C -2.096 2.142 -0.747 -0.099 0.149 0.321 -0.205
C -1.506 2.863 -1.768 0.029 0.169 -0.161 -0.027
C -0.977 2.189 -2.855 0.054 0.002 -0.054 -0.068
C -1.051 0.806 -2.873 0.057 -0.084 0.160 -0.142
N -1.609 0.108 -1.885 -0.199 -0.023 0.119 0.076
C -2.134 0.754 -0.846 0.253 -0.151 -0.143 -0.074
C -1.649 4.051 2.962 0.112 0.017 0.124 -0.017
C -0.868 5.036 3.548 0.122 -0.178 -0.078 -0.038
H -1.152 8.025 5.190 -0.009 -0.030 -0.017 0.068
H 0.090 7.737 3.974 -0.013 -0.028 -0.017 0.077
H 0.105 6.822 5.475 -0.013 -0.019 -0.020 0.078
H -3.273 7.214 4.430 0.012 -0.026 -0.014 0.104
H -4.670 5.503 3.346 0.022 0.011 0.010 0.109
H -4.789 3.120 2.646 0.016 0.001 0.098 0.146
H -2.139 3.730 0.580 0.076 -0.019 0.054 0.125
H -1.456 3.946 -1.709 -0.006 -0.022 0.004 0.110
H -0.494 2.724 -3.663 -0.025 -0.018 0.030 0.099
H -0.610 0.228 -3.679 -0.051 -0.003 0.028 0.104
H -2.548 0.153 -0.044 -0.038 -0.005 -0.051 0.124
H -1.194 3.130 2.624 -0.002 0.006 -0.012 0.127
H 0.203 4.874 3.615 -0.029 0.007 -0.003 0.118
Se 4.208 -1.666 -1.593 0.246 0.034 0.156 0.395
C 5.941 -1.585 -0.844 0.235 0.077 0.065 -0.783
C 6.804 -2.697 -0.778 -0.145 -0.017 -0.064 -0.160
C 8.074 -2.590 -0.242 0.012 0.083 0.025 -0.209
N 8.611 -1.467 0.257 -0.295 -0.011 -0.115 -0.001
C 7.794 -0.404 0.206 0.037 -0.089 -0.009 -0.211
C 6.511 -0.410 -0.310 -0.172 -0.023 -0.076 -0.159
H 6.459 -3.650 -1.159 0.029 -0.005 0.011 0.078
H 8.709 -3.472 -0.212 0.022 0.010 0.012 0.082
H 8.197 0.523 0.607 0.017 -0.009 0.005 0.082
H 5.927 0.502 -0.308 0.026 0.003 0.011 0.077
```
Forces are in eV/Å.

## Properties
Gap between HOMO and LUMO ... 4.88 eV
Total charge ... -2
E_tot ... -6410.0683 Eh


Formula: C10H18BrFN2O
Source: the Open Molecules 2025 dataset
Level of theory: the ωB97M-V functional and the def2-TZVPD basis

The geometry in XYZ format:
```
33
Properties=species:S:1:pos:R:3:forces:R:3:nbo_charge:R:1
C -1.060 -1.130 -3.018 1.390 -0.614 -1.022 -0.385
C -0.892 -0.709 -1.618 1.905 -0.263 -0.430 -0.255
C -0.334 -1.954 -3.752 -0.932 1.164 1.810 -0.137
C 0.231 -0.407 -0.901 -3.753 -1.547 -2.604 0.441
C 1.873 -1.925 -1.980 1.266 -0.045 -0.889 0.460
C 1.863 0.563 -2.325 2.843 1.466 -0.308 -0.424
C 2.521 -0.502 -0.227 1.848 -2.020 -1.050 -0.411
C -0.857 1.002 2.350 2.625 0.169 -0.888 -0.467
C -2.174 0.990 3.050 -2.455 -1.955 -1.724 -0.262
C -1.082 0.444 0.898 1.212 0.885 2.649 -0.039
N 1.613 -0.589 -1.463 -1.035 1.096 3.563 -0.330
N -2.039 1.782 4.371 2.126 -2.073 -2.589 -0.701
O 0.145 0.146 0.305 1.453 0.441 1.203 -0.511
F 2.931 -1.844 -2.847 -1.597 -0.576 1.530 -0.304
Br 0.355 -3.059 -4.873 0.517 -0.916 -1.113 0.372
H -1.857 -0.613 -3.515 -0.763 0.314 -0.163 0.238
H -1.882 -0.576 -1.250 -0.280 0.511 1.065 0.241
H 1.867 -2.659 -1.140 0.236 0.151 -1.278 0.193
H 1.665 1.558 -1.884 -0.112 -0.922 0.483 0.250
H 2.927 0.600 -2.689 -1.029 -0.357 0.482 0.259
H 1.244 0.449 -3.131 -1.514 -0.166 -2.240 0.243
H 2.287 0.458 0.247 0.746 -0.576 0.085 0.255
H 2.327 -1.473 0.383 0.266 2.184 -0.640 0.240
H 3.542 -0.648 -0.765 -1.368 0.779 1.669 0.254
H -0.081 0.311 2.860 -1.150 1.171 -0.557 0.241
H -0.431 2.070 2.290 -0.453 -1.478 0.104 0.230
H -2.503 -0.140 3.172 0.539 2.435 0.529 0.259
H -2.985 1.424 2.320 1.301 -0.376 1.891 0.250
H -1.659 1.169 0.434 -0.761 1.410 -1.748 0.196
H -1.709 -0.362 1.091 -0.862 -2.238 -0.437 0.186
H -2.526 1.256 5.098 -0.127 0.831 0.351 0.472
H -2.362 2.715 4.083 0.261 -0.046 1.281 0.472
H -0.955 1.652 4.430 -2.345 1.158 0.987 0.472
```
Forces are in eV/Å.

## Properties
Gap between HOMO and LUMO (spin up / spin down) ... 6.69 / 7.38 eV
Total charge ... +2
⟨S²⟩ ... 2.016
Spin multiplicity ... 3
E_tot ... -3249.5592 Eh


- Which of these has the lowest E_tot?
  C31H23Cl4CsN6O3SSe


- E_tot of number 2 (C3H5N3S2)?
  -1077.8602 Eh


- Look up the E_tot of the second one.
  -1077.8602 Eh